Entry 1:
Here is a single H3NOSSi molecule in a non-equilibrium geometry from the Open Molecules 2025 dataset. Energies are from the ωB97M-V functional and the def2-TZVPD basis.

Structure (XYZ):
```
7
Properties=species:S:1:pos:R:3:forces:R:3
H -0.8162 -1.1568 0.3810 -0.93 0.19 -0.21
Si -0.7802 0.1368 -0.3422 -1.29 -0.66 -2.33
H -1.3270 0.4602 -1.7879 0.35 -1.27 1.04
O 0.8088 0.2868 -0.5654 3.35 0.46 -0.09
H -1.3496 1.3157 0.1398 -0.64 1.20 1.70
S 2.0146 -0.2392 0.4962 -0.97 0.66 -1.51
N 1.4495 -0.8035 1.6784 0.13 -0.57 1.40
```
Positions in Å, forces in eV/Å.

Properties
Highest occupied orbital energy: -10.462 eV
Kohn-Sham gap: 9.8 eV
Total charge: 0
Multiplicity: 1

Results of the natural (NBO) charge analysis, in e, for atoms 1 through 6: -0.157, 1.173, -0.180, -1.108, -0.206, 1.233

***

Entry 2:
Here is a gas-phase ion, C7H11N2O2 (charge -1) in a non-equilibrium geometry from the Open Molecules 2025 dataset. Energies are from the ωB97M-V functional and the def2-TZVPD basis.

Structure (XYZ):
```
22
Properties=species:S:1:pos:R:3:forces:R:3
H 2.3506 0.8651 -0.3987 0.06 0.05 -0.02
C -3.4754 -0.3178 -0.1237 0.80 0.40 0.40
C -0.5179 2.2889 0.4239 -0.12 -0.24 -0.03
O -4.3888 -0.5714 0.6695 -0.53 -0.17 0.54
C -1.1949 1.0882 -0.2110 0.61 0.48 -0.21
H 3.1549 -0.4378 -1.2878 0.04 0.03 -0.05
C 2.2857 -2.2799 0.3896 0.03 0.08 0.01
H -0.1826 2.0396 1.4296 0.03 0.02 0.10
H -1.2147 3.1245 0.4833 -0.03 0.11 -0.01
H 3.1569 -1.9672 0.9742 0.09 -0.07 0.00
H -1.4491 1.2314 -1.2634 -0.11 -0.07 0.06
H -2.2871 0.4657 1.6400 0.04 0.13 0.00
C -2.1920 0.2707 0.5759 1.82 -1.51 -0.33
C 2.1889 -0.0673 -0.9464 -0.31 -0.04 0.10
H 1.5721 0.1643 -1.8155 0.00 0.06 -0.09
H 1.6524 -2.9104 1.0064 -0.02 -0.04 0.03
O -3.4285 -0.3928 -1.3531 0.13 -0.07 -0.74
N 0.2603 -1.0225 0.3586 0.12 -0.89 0.55
H 0.3464 2.6017 -0.1632 0.06 0.03 -0.01
N -0.7884 -0.2201 0.1502 -0.04 0.49 -0.75
C 1.5045 -1.0919 -0.0747 -2.77 1.30 0.44
H 2.6467 -2.8611 -0.4637 0.09 -0.06 -0.01
```
Positions in Å, forces in eV/Å.

Properties
Highest occupied orbital energy: -3.936 eV
Kohn-Sham gap: 7.3 eV
Total charge: -1
SMILES string: CC(C)=NN1[C@H](C)[C@H]1C(=O)[O-]
Multiplicity: 1

Results of the natural (NBO) charge analysis, in e, for atoms 1 through 6: 0.208, 0.746, -0.624, -0.761, -0.083, 0.201

***

Entry 3:
Here is a single C2H8NO2P molecule in a non-equilibrium geometry from the Open Molecules 2025 dataset. Energies are from the ωB97M-V functional and the def2-TZVPD basis.

Structure (XYZ):
```
14
Properties=species:S:1:pos:R:3:forces:R:3
H 1.7196 -0.0928 1.6118 0.20 0.86 1.47
H 2.7123 -1.4319 -0.1291 0.20 1.70 -0.28
H -1.2424 1.2994 1.7920 -0.41 -1.55 -1.37
N 1.3944 -0.4808 0.7715 -1.85 0.31 -2.15
H -2.1574 0.7939 0.3748 -1.34 0.10 -0.59
H -0.6753 -1.4943 -1.3420 -0.13 1.04 -0.23
H -1.7521 -0.4357 1.7269 0.47 0.65 -1.50
O 0.4180 1.8930 -0.2772 -0.11 0.64 0.01
P 0.0433 0.5070 0.0155 2.15 -2.56 -0.74
H 0.1588 -0.2839 -2.3224 2.20 0.48 -2.38
H -1.2853 0.1711 -1.6336 -3.81 1.74 -1.19
C -1.4364 0.4095 1.0407 1.53 1.12 3.73
C -0.4822 -0.4130 -1.5541 1.81 -2.54 4.93
O 2.5847 -0.4416 -0.0748 -0.90 -1.99 0.28
```
Positions in Å, forces in eV/Å.

Properties
Highest occupied orbital energy: -9.766 eV
Kohn-Sham gap: 10.6 eV
Total charge: 0
SMILES string: CP(C)(=O)NO
Multiplicity: 1

Results of the natural (NBO) charge analysis, in e, for atoms 1 through 6: 0.356, 0.471, 0.262, -0.643, 0.249, 0.233

***

Entry 4:
Here is a molecular structure, C2H4I3P in a non-equilibrium geometry from the Open Molecules 2025 dataset. Energies are from the ωB97M-V functional and the def2-TZVPD basis.

Structure (XYZ):
```
10
Properties=species:S:1:pos:R:3:forces:R:3
C -0.1674 1.7174 -0.1732 -0.78 0.48 0.09
P 0.5743 -1.3343 0.1873 -0.26 -1.12 -0.92
H -0.9492 2.4439 -0.3908 -0.45 0.53 -0.81
H 0.7763 2.2037 -0.4104 0.04 -0.32 -0.03
H -1.4549 0.1246 -0.2838 -0.23 0.27 -0.36
I 0.7654 -2.1644 2.4786 0.01 0.22 0.06
I 2.7480 -2.2370 -0.7251 -0.91 0.40 0.21
C -0.6608 0.5670 -0.9260 0.94 -0.97 0.40
I -1.1888 -2.9837 -0.6172 0.84 0.58 0.20
H -0.4428 1.6628 0.8606 0.81 -0.07 1.17
```
Positions in Å, forces in eV/Å.

Properties
Highest occupied orbital energy (spin up / spin down): -8.704 / -8.704 eV
Kohn-Sham gap (spin up / spin down): 7.2 / 7.2 eV
Total charge: 0
Multiplicity: 1

Results of the natural (NBO) charge analysis, in e, for atoms 1 through 6: -0.793, 0.223, 0.283, 0.228, 0.104, -0.040

***

Entry 5:
Here is a molecular structure, C6H8MgNaO6 in a non-equilibrium geometry from the Open Molecules 2025 dataset. Energies are from the ωB97M-V functional and the def2-TZVPD basis.

Structure (XYZ):
```
22
Properties=species:S:1:pos:R:3:forces:R:3
H -3.8270 -0.2945 0.9241 0.24 0.17 -0.03
O 1.2114 -0.0755 -0.4066 0.07 -0.56 0.24
C 1.8732 0.5608 0.5043 -0.28 -2.84 -0.46
H -3.0379 2.0992 0.5124 -0.01 -0.25 -0.22
C -1.1933 -1.8511 0.7577 0.99 0.08 0.86
Mg 0.1215 2.4705 -0.1162 -0.53 -1.18 0.79
O -2.0962 -1.0532 0.0590 -1.02 0.13 -0.15
O -1.3636 1.4394 -0.5338 1.10 2.45 0.50
H -3.3263 1.1443 -0.9690 0.06 0.10 0.31
H 1.7935 -2.7191 -0.6081 -1.14 0.54 -0.05
O 1.4695 1.5958 1.0447 0.01 1.96 -0.45
C 3.1197 -1.3339 0.2228 -1.49 1.40 -0.64
H 1.4671 -2.2882 1.1312 -0.85 0.62 -0.52
O 2.9373 -0.0760 0.9108 1.06 0.75 0.77
C -2.7763 -0.0145 0.7624 0.01 -0.35 0.50
C -2.6709 1.2471 -0.0853 -1.22 0.06 0.02
H 3.7643 -1.9541 0.8512 -0.12 0.03 -0.24
H 3.4831 -1.1400 -0.7926 0.45 -0.04 0.42
C 1.7082 -1.9126 0.1298 3.01 -1.65 0.96
O -0.3287 -2.2703 -0.0633 -0.94 0.37 -0.81
Na -0.8052 -0.2825 -1.3444 0.75 -1.71 -1.60
H -2.2821 0.1272 1.7347 -0.16 -0.09 -0.18
```
Positions in Å, forces in eV/Å.

Properties
Highest occupied orbital energy: -10.377 eV
Kohn-Sham gap: 4.6 eV
Total charge: +1
Multiplicity: 1

Results of the natural (NBO) charge analysis, in e, for atoms 1 through 6: 0.207, -0.700, 0.997, 0.173, 0.388, 1.857

***

Entry 6:
Here is a gas-phase ion, C21H25N2S (charge +1) in a non-equilibrium geometry from the Open Molecules 2025 dataset. Energies are from the ωB97M-V functional and the def2-TZVPD basis.

Structure (XYZ):
```
49
Properties=species:S:1:pos:R:3:forces:R:3
H 0.5963 -2.2811 -0.1452 0.12 0.05 -0.04
C -0.4412 -1.7679 1.6890 0.34 -0.06 -0.03
H 0.6895 1.5102 1.2350 -0.19 -0.03 -0.11
H -5.0946 3.2512 1.4968 -0.07 0.07 0.06
C 2.8877 2.0098 0.1385 0.05 -0.09 -0.05
C -2.4597 2.1324 -0.2947 -0.08 -0.19 -0.14
H 3.6530 -1.2765 -0.1383 -0.03 -0.12 -0.01
C -0.6666 -0.1350 -1.2479 0.28 -0.19 -0.37
C -2.7951 0.7833 -0.3486 -0.31 0.46 0.24
C 0.0624 0.6523 0.9872 -0.05 0.00 1.04
H -1.9015 -5.5500 1.0157 -0.08 -0.10 0.06
C -0.7885 -3.8612 0.2742 0.26 -0.05 0.14
C -4.4499 2.5589 0.9797 -0.04 -0.01 0.02
C -1.2805 -4.7500 1.4096 -0.04 0.11 -0.23
H 5.9034 1.8819 1.6506 0.09 0.03 0.06
H -1.8714 -4.1849 2.1254 -0.07 0.00 0.13
H -5.6957 0.8614 1.3702 -0.09 -0.04 0.05
C 5.0207 1.5408 1.1333 0.01 -0.05 0.00
H 4.1302 3.4862 1.0487 0.02 0.10 0.02
C 2.7470 0.6642 -0.1931 0.17 0.11 0.15
C -3.9658 0.3256 0.2438 0.24 -0.02 -0.07
N -1.9914 -0.1452 -1.0615 -0.18 -0.34 -0.17
C 1.5977 -0.4190 -2.1227 -0.33 0.05 0.34
H 1.4768 -0.7727 1.7913 0.06 0.04 0.08
H -3.0334 4.0610 0.4106 0.02 0.11 0.01
H -1.4252 -1.4728 1.3169 -0.14 -0.02 0.02
C 4.0228 2.4421 0.7997 -0.04 0.07 0.02
H 0.2848 -0.1523 2.9253 0.07 0.08 0.01
H 2.4601 -0.6469 -2.7143 0.22 -0.01 -0.08
H -0.4395 -5.1986 1.9323 0.08 -0.08 0.11
C 4.8897 0.2042 0.7933 0.09 0.02 0.00
H 1.0350 -3.2634 1.2421 0.13 0.02 -0.02
H -4.2270 -0.7199 0.1815 -0.01 -0.15 0.02
H -0.9807 0.9245 1.1386 0.22 0.01 -0.04
C 1.5624 0.1915 -0.9210 0.57 -0.33 -0.82
H -2.5093 -0.7607 -1.6768 0.13 0.05 0.07
C -3.2902 3.0142 0.3740 0.04 -0.03 0.02
H -1.6454 -3.3858 -0.2122 -0.02 0.03 -0.10
H 5.6694 -0.4978 1.0439 0.08 -0.07 0.03
N 0.2740 0.3307 -0.4170 -0.54 -0.09 -0.59
C 0.4219 -0.5191 1.9075 -0.22 -0.01 -0.09
S 0.0129 -0.8099 -2.6915 -0.05 0.34 0.51
H -0.5971 -2.2548 2.6507 -0.12 0.02 0.03
C -4.7880 1.2169 0.9093 0.00 0.08 -0.03
H -0.2916 -4.4845 -0.4720 -0.06 0.01 -0.08
C 3.7605 -0.2353 0.1268 -0.15 0.06 -0.03
H 2.1270 2.7219 -0.1484 -0.09 0.07 -0.01
H -1.5689 2.4900 -0.7901 0.10 0.05 -0.05
C 0.1942 -2.7845 0.7370 -0.41 0.00 -0.07
```
Positions in Å, forces in eV/Å.

Properties
Highest occupied orbital energy: -11.808 eV
Kohn-Sham gap: 8.8 eV
Total charge: +1
Multiplicity: 1

Results of the natural (NBO) charge analysis, in e, for atoms 1 through 6: 0.177, -0.418, 0.240, 0.233, -0.226, -0.269

***

Entry 7:
Here is 2 unconnected molecules or ions with the total composition C3H8NO2S in a non-equilibrium geometry from the Open Molecules 2025 dataset. Energies are from the ωB97M-V functional and the def2-TZVPD basis.

Structure (XYZ):
```
15
Properties=species:S:1:pos:R:3:forces:R:3
H -0.5239 0.8142 -1.1153 0.63 -0.59 -0.53
C 0.7724 -0.9278 -0.4374 -0.42 2.91 1.41
C 1.4014 1.6996 -0.8827 -1.93 -3.31 3.60
C 0.5230 0.4423 -1.2263 0.78 -0.32 0.67
N 1.6268 1.9358 0.4289 -1.20 -2.50 -0.71
H -4.9372 -2.5887 1.7225 0.61 0.12 -0.72
H 1.4654 1.2848 1.1253 -1.19 -2.21 1.09
H 0.8911 0.1946 -2.2177 -0.73 0.42 -0.68
O -4.5285 -2.8654 0.8824 -1.10 -0.88 0.62
H 2.0316 2.6777 0.8306 1.99 3.75 0.49
H 1.8523 -0.7951 -0.2089 -0.39 -1.15 -0.26
H 0.4783 -1.7621 -1.0681 0.41 -0.03 -0.05
S -0.1748 -0.9581 1.1869 0.51 -0.09 -0.75
O 1.7744 2.4693 -1.6726 1.44 3.14 -4.31
H -3.9961 -2.1612 0.5388 0.59 0.74 0.11
```
Positions in Å, forces in eV/Å.

Properties
Highest occupied orbital energy: -2.767 eV
Kohn-Sham gap: 6.4 eV
Total charge: -1
Multiplicity: 1

Results of the natural (NBO) charge analysis, in e, for atoms 1 through 6: 0.228, -0.510, 0.692, -0.511, -0.833, 0.466

***

Entry 8:
Here is 2 unconnected molecules or ions with the total composition C31H45N4O in a non-equilibrium geometry from the Open Molecules 2025 dataset. Energies are from the ωB97M-V functional and the def2-TZVPD basis.

Structure (XYZ):
```
81
Properties=species:S:1:pos:R:3:forces:R:3
C -1.8189 -0.8434 -3.7491 0.13 0.27 -0.10
C 3.7048 -6.8201 -0.7801 -0.06 0.21 -0.02
H 0.2404 2.3725 2.8577 0.11 -0.17 -0.30
H -5.2604 1.1421 -4.4243 0.23 -0.10 0.11
N 1.1851 0.4925 2.4009 -0.39 0.45 0.28
C -4.3941 4.7581 -1.2425 0.24 0.16 -0.11
H -2.4683 -1.4047 -1.0227 -0.29 0.00 -0.08
C -2.5790 6.8379 -1.6850 -0.06 -0.17 0.03
H -5.0887 3.9316 -1.0716 0.14 0.31 -0.08
C -0.1081 -0.4792 -0.9954 0.53 -1.20 0.64
H -5.2116 -0.3689 -3.4732 0.03 0.18 -0.13
C 1.4921 -2.1338 -0.0760 0.07 -1.27 0.20
H 2.4012 2.4355 0.7261 -0.04 0.16 0.09
H -3.8342 -1.6090 -2.1429 0.16 0.22 0.22
H 0.7686 -5.3851 -0.9676 0.15 0.27 0.17
C 2.1297 2.5658 1.7813 -0.03 -0.26 -0.38
H 1.9827 -1.9099 4.4249 -0.05 0.14 0.09
H 3.3526 -1.5425 0.8693 -0.21 -0.29 -0.05
C 2.5161 0.4615 3.0105 0.37 -0.25 -0.11
H -0.9299 -1.3358 -3.3496 -0.17 0.00 -0.18
H 3.3312 2.4110 3.5776 0.00 -0.24 -0.18
H 1.9541 -6.3520 2.0586 0.15 -0.20 -0.11
C 0.8001 -3.2578 -0.6220 0.15 0.40 0.15
H 2.0610 -1.2104 6.0566 -0.14 -0.05 -0.21
C 1.7996 -0.9995 5.0124 -0.01 0.01 0.03
C -4.6226 0.3201 -4.0902 -0.12 -0.45 -0.17
H -1.3579 3.0162 -2.8138 -0.30 -0.26 0.20
C -3.3056 2.2056 -3.2355 -0.67 0.74 -0.86
H -0.6336 -1.3012 -1.4795 0.37 0.35 0.31
H 0.1393 1.8299 1.1648 -0.01 0.14 0.10
H -0.1688 -3.1266 -1.1047 0.23 -0.05 0.19
H -4.2568 -0.2316 -4.9657 -0.12 0.17 0.10
C 3.2767 -3.6690 0.5993 -0.24 -0.76 -0.27
H 4.1193 1.6836 2.1660 -0.20 0.22 0.07
C -2.5111 3.1007 -0.9763 -0.21 -0.09 0.21
C 2.5500 -4.7813 0.0987 -0.38 0.72 0.00
H -2.5155 -1.6130 -4.1068 0.24 0.23 0.07
N 3.0194 -6.0895 0.2695 0.58 -0.29 0.19
H 1.4684 -0.0053 0.3815 0.01 -0.17 -0.01
C 3.1536 1.8303 2.6616 -0.13 -0.04 0.13
H 2.0796 3.6364 2.0005 0.02 -0.20 -0.14
H 4.2383 -0.3041 5.9152 0.01 0.06 -0.21
H 4.6192 -7.2705 -0.3666 -0.11 0.07 -0.23
H 0.0060 1.6864 -1.0087 -0.31 -0.31 -0.04
C 0.7914 1.8576 2.0466 0.05 0.08 0.73
C -2.1099 5.5492 -1.4099 -0.39 0.07 -0.09
H -1.8635 7.6454 -1.8482 -0.26 -0.20 0.04
C -3.9554 7.0830 -1.7560 0.06 -0.29 0.06
C 2.6447 0.1690 4.5199 -0.19 0.35 -0.09
C -3.0188 4.5079 -1.2020 -0.06 0.08 0.08
C 4.1201 -0.0532 4.8547 0.08 0.02 0.03
H 2.3076 1.0834 5.0401 0.04 -0.26 -0.02
H -3.8224 -0.2510 -0.9703 0.14 -0.22 -0.16
H 3.4004 -7.3921 1.8587 -0.25 0.05 0.03
H -5.9385 6.2135 -1.5941 0.34 0.02 0.04
H -1.6195 3.1155 -0.3317 -0.24 0.00 -0.05
O -3.9427 3.0753 -3.8239 0.95 -1.22 1.04
H -1.5176 -0.2081 -4.5930 -0.05 -0.21 0.19
C -3.2015 -0.8716 -1.6316 -0.03 0.16 0.21
H 3.0414 -0.3426 2.4697 0.25 0.09 0.37
N -3.5243 0.8601 -3.3221 0.06 0.63 0.08
H 0.7313 -0.7572 4.9868 0.11 -0.16 -0.04
C 2.5398 -6.9410 1.3434 -0.06 0.26 -0.04
H -4.3235 8.0847 -1.9848 0.14 -0.31 0.08
C -2.5226 0.0156 -2.6849 -0.65 -0.51 -0.25
C 2.7659 -2.3887 0.5043 -0.51 0.57 -0.06
C 0.9453 -0.8020 -0.1341 -0.22 0.60 -2.14
H -3.2831 2.4850 -0.4842 0.26 0.21 -0.05
N -1.6380 1.0403 -2.0927 1.89 -0.19 1.37
C -4.8632 6.0392 -1.5333 0.22 0.00 0.04
H 3.0740 -7.6377 -1.1654 0.12 0.14 -0.08
H 1.9172 -7.7592 0.9462 0.00 0.13 0.15
H 3.9710 -6.1470 -1.6030 -0.01 -0.20 0.17
C -0.5461 0.7965 -1.3349 -1.47 0.60 -0.79
H 4.7231 0.8401 4.6525 -0.08 -0.21 0.01
H 0.4646 -0.0478 2.8665 0.22 0.16 0.12
C -2.1222 2.4124 -2.2891 0.19 0.49 -0.80
C 1.3170 -4.5392 -0.5470 0.28 0.13 0.18
H -1.0378 5.3356 -1.3677 -0.28 0.18 -0.01
H 4.5278 -0.8855 4.2628 -0.06 0.14 0.13
H 4.2437 -3.8591 1.0686 -0.29 0.10 -0.15
```
Positions in Å, forces in eV/Å.

Properties
Highest occupied orbital energy: -10.621 eV
Kohn-Sham gap: 6.1 eV
Total charge: +1
Multiplicity: 1

Results of the Löwdin charge analysis, in e, for atoms 1 through 6: 0.017, -0.070, 0.123, 0.104, -0.043, -0.045

***

Let's list relative energy (zero: lowest compared OMol25 entry of this formula, charge and spin) in order: 20.5 89.7 73.7 47.8 72.8 0.0 41.8 1.3 kcal per mole.
Let's list electronic energy in order: -22297.135 -14511.073 -17076.194 -35726.788 -28489.124 -35992.936 -19662.007 -40878.666 eV.